1.
A cluster of 3 separate species, HN6O in total, computed with ωB97M-V/def2-TZVPD.

- F_max: 7.9 eV Å⁻¹
- LUMO level (spin up / spin down): 0.1579 / 0.1118 Eh
- Frontier orbital gap (spin up / spin down): 6.2 / 7.2 eV
- Highest occupied orbital energy (spin up / spin down): -0.069 / -0.151 Ha
- Total charge: -1
- Spin multiplicity: 3

Each line ends with the Löwdin charge.
Positions of all 8 atoms, in Å:
O1 2.5646 -1.0266 -0.9473  -0.193
N1 -2.3897 1.3147 -1.0866  -0.141
N2 -0.0899 -0.2201 0.9972  -0.351
N3 -0.4933 0.0542 2.0642  0.107
N4 1.0185 -0.6310 0.5825  -0.092
N5 -1.2812 1.0268 -0.8640  -0.200
N6 1.5206 -0.4408 -0.5830  -0.229
H1 -0.8496 -0.0772 -0.1630  0.098



2.
The molecule C4H4OSe, computed with ωB97M-V/def2-TZVPD.

- F_max: 8.0 eV Å⁻¹
- Energy above the lowest of the compared OMol25 structures with the same formula, charge and spin: 53.01 kcal/mol
- LUMO level: 0.0251 Eh
- Frontier orbital gap: 8.1 eV
- Structure (SMILES): [SeH]c1ccco1
- Highest occupied orbital energy: -0.274 Ha
- Total charge: 0
- Spin multiplicity: 1

Each line ends with the Löwdin charge.
Positions of all 10 atoms, in Å:
Se1 3.1203 -0.2424 -0.0517  0.913
O1 0.5825 1.2008 -0.0762  -0.059
C1 -1.0383 -0.3872 -0.3672  -0.126
C2 -0.7165 0.9772 -0.1567  -0.172
C3 1.2832 0.0639 -0.0851  -0.617
C4 0.1251 -1.1833 -0.2094  -0.006
H1 -2.1344 -0.7368 -0.4707  0.127
H2 3.1449 0.9887 0.5126  -0.208
H3 -1.2217 1.8870 -0.3109  0.101
H4 0.2526 -2.1853 -0.4649  0.047



3.
The molecule C20H20BrNO4, computed with ωB97M-V/def2-TZVPD.

- F_max: 1.0 eV Å⁻¹
- LUMO level: 0.0212 Eh
- Frontier orbital gap: 9.4 eV
- Structure (SMILES): NC(=O)C1=C[C@H](c2ccc(Br)cc2)C[C@H](OCc2ccc(CO)cc2)O1
- Highest occupied orbital energy: -0.324 Ha
- Total charge: 0
- Spin multiplicity: 1

Each line ends with the Löwdin charge.
Positions of all 46 atoms, in Å:
Br1 -3.3980 -1.4131 -0.5348  0.804
O1 5.1331 -0.1600 -2.4142  0.064
O2 -5.1484 1.6537 0.2652  -0.079
O3 3.8696 0.7353 0.7699  0.004
O4 1.6070 0.6263 1.3175  -0.065
N1 5.4040 1.6750 -1.1253  0.184
C1 -0.1162 2.0690 0.6327  -0.202
C2 -4.2314 2.2404 -0.6188  -0.243
C3 -2.4555 1.7829 1.1179  -0.033
C4 1.1690 -1.8242 0.3196  -0.186
C5 -2.7887 2.1516 -0.1782  -0.226
C6 0.7191 -1.1534 -0.8105  -0.018
C7 -1.5378 -1.5897 -0.1928  -0.663
C8 -1.1331 1.7390 1.5180  -0.017
C9 4.9102 0.4467 -1.3877  -0.490
C10 1.3175 1.9963 1.0796  -0.128
C11 2.9036 0.3308 1.7180  -0.342
C12 -1.7694 2.4626 -1.0696  -0.041
C13 -0.6323 -1.0295 -1.0722  -0.114
C14 4.0416 -0.1072 -0.3043  -0.172
C15 0.2350 -2.4034 1.1703  -0.029
C16 3.5095 -1.3251 -0.4079  0.024
C17 2.9549 -1.1752 1.9735  -0.043
C18 -1.1202 -2.2868 0.9251  -0.116
C19 2.6442 -1.9147 0.6609  -0.228
C20 -0.4469 2.4201 -0.6689  -0.037
H1 -3.2443 1.5421 1.8154  0.115
H2 1.9869 2.3969 0.3077  0.128
H3 -2.0168 2.7417 -2.0840  0.116
H4 1.4721 2.5683 2.0085  0.137
H5 6.0210 2.1096 -1.7899  0.117
H6 -0.8825 1.4470 2.5270  0.121
H7 -4.5166 3.2972 -0.6776  0.132
H8 0.3353 2.6645 -1.3735  0.115
H9 3.1722 0.9052 2.6250  0.170
H10 5.2189 2.1173 -0.2425  0.100
H11 -0.9755 -0.4947 -1.9444  0.105
H12 3.7101 -1.8926 -1.3020  0.134
H13 3.9566 -1.4361 2.3185  0.135
H14 0.5637 -2.9519 2.0412  0.118
H15 -4.9920 0.7015 0.2810  0.025
H16 -4.3303 1.8097 -1.6266  0.121
H17 1.4282 -0.7061 -1.4896  0.120
H18 2.2297 -1.4175 2.7476  0.123
H19 2.8979 -2.9740 0.7888  0.155
H20 -1.8414 -2.7299 1.5953  0.101



4.
The molecule C3H5N3, computed with ωB97M-V/def2-TZVPD.

- F_max: 0.3 eV Å⁻¹
- Energy above the lowest of the compared OMol25 structures with the same formula, charge and spin: 17.64 kcal/mol
- LUMO level: 0.0430 Eh
- Frontier orbital gap: 11.0 eV
- Structure (SMILES): Cc1cn[nH]n1
- Highest occupied orbital energy: -0.360 Ha
- Total charge: 0
- Spin multiplicity: 1

Each line ends with the Löwdin charge.
Positions of all 11 atoms, in Å:
N1 1.8860 -0.3996 0.1474  -0.102
N2 0.7368 -1.0436 0.2377  0.093
N3 1.8257 0.8891 -0.1179  0.049
C1 -0.1701 -0.0940 0.0167  -0.356
C2 -1.6396 -0.3688 0.0229  -0.048
C3 0.5188 1.1125 -0.2072  -0.115
H1 2.7681 -0.8736 0.2624  0.151
H2 0.1346 2.0990 -0.4288  0.103
H3 -2.0619 -0.2656 1.0268  0.076
H4 -1.8377 -1.3862 -0.3241  0.076
H5 -2.1608 0.3309 -0.6360  0.075



5.
A structure of composition C6H12N2O2, computed with ωB97M-V/def2-TZVPD.

- F_max: 4.4 eV Å⁻¹
- Energy above the lowest of the compared OMol25 structures with the same formula, charge and spin: 57.10 kcal/mol
- LUMO level: 0.0030 Eh
- Frontier orbital gap: 8.9 eV
- Highest occupied orbital energy: -0.323 Ha
- Total charge: 0
- Spin multiplicity: 1

Each line ends with the Löwdin charge.
Positions of all 22 atoms, in Å:
O1 -0.1725 -1.2702 -2.1700  0.024
O2 1.8794 0.7594 -1.1741  0.073
N1 -0.3403 -1.8325 0.0864  -0.017
N2 1.9956 -0.4058 0.7573  0.150
C1 -1.1991 -0.7061 0.4275  -0.149
C2 -0.9194 1.2586 -1.1342  -0.072
C3 0.3657 -1.6895 -1.1355  -0.334
C4 -0.4729 0.6146 0.1198  -0.376
C5 -0.2805 1.5289 1.3013  -0.061
C6 1.3399 0.0985 -0.3213  -0.484
H1 0.3440 2.3777 1.0287  0.091
H2 -1.2579 1.9113 1.6105  0.092
H3 2.9874 -0.2402 0.8365  0.115
H4 -2.0007 1.4006 -1.1516  0.093
H5 0.1611 1.0150 2.1534  0.073
H6 -2.1115 -0.7402 -0.1790  0.121
H7 -0.7037 0.5141 -1.9453  0.081
H8 -1.4595 -0.7672 1.4871  0.119
H9 -0.5237 -2.7586 0.4417  0.130
H10 1.5105 -0.9055 1.4824  0.098
H11 1.2518 -2.3463 -1.1768  0.144
H12 -0.3937 2.1834 -1.3447  0.088



6.
A cluster of 2 separate species, CNO4 in total, computed with ωB97M-V/def2-TZVPD.

- F_max: 6.7 eV Å⁻¹
- Energy above the lowest of the compared OMol25 structures with the same formula, charge and spin: 63.57 kcal/mol
- LUMO level: 0.1536 Eh
- Frontier orbital gap: 8.1 eV
- Highest occupied orbital energy: -0.145 Ha
- Total charge: -1
- Spin multiplicity: 1

Each line ends with the Löwdin charge.
Positions of all 6 atoms, in Å:
O1 0.2884 -0.7789 2.4889  -0.003
O2 0.1994 0.6561 -0.1073  -0.164
O3 -1.3926 -0.2296 -0.8620  -0.019
O4 0.3495 0.4454 -2.2339  -0.161
N1 -0.3206 0.1897 -1.1001  -0.633
C1 1.1451 -0.3725 1.8540  -0.019



Please write out number 2 again, unchanged.
The molecule C4H4OSe, computed with ωB97M-V/def2-TZVPD.

- F_max: 8.0 eV Å⁻¹
- Energy above the lowest of the compared OMol25 structures with the same formula, charge and spin: 53.01 kcal/mol
- LUMO level: 0.0251 Eh
- Frontier orbital gap: 8.1 eV
- Structure (SMILES): [SeH]c1ccco1
- Highest occupied orbital energy: -0.274 Ha
- Total charge: 0
- Spin multiplicity: 1

Each line ends with the Löwdin charge.
Positions of all 10 atoms, in Å:
Se1 3.1203 -0.2424 -0.0517  0.913
O1 0.5825 1.2008 -0.0762  -0.059
C1 -1.0383 -0.3872 -0.3672  -0.126
C2 -0.7165 0.9772 -0.1567  -0.172
C3 1.2832 0.0639 -0.0851  -0.617
C4 0.1251 -1.1833 -0.2094  -0.006
H1 -2.1344 -0.7368 -0.4707  0.127
H2 3.1449 0.9887 0.5126  -0.208
H3 -1.2217 1.8870 -0.3109  0.101
H4 0.2526 -2.1853 -0.4649  0.047